(1)
{"formula": "C40H44AlN4S", "method": "ωB97M-V/def2-TZVPD", "symbols": ["Al", "N", "N", "C", "C", "C", "C", "H", "H", "H", "C", "C", "H", "H", "H", "C", "C", "H", "H", "H", "C", "H", "H", "H", "C", "H", "H", "H", "C", "H", "C", "H", "C", "H", "C", "H", "C", "C", "H", "C", "C", "H", "C", "H", "N", "C", "C", "C", "H", "C", "C", "H", "H", "H", "C", "H", "C", "C", "H", "H", "H", "C", "H", "H", "H", "N", "S", "C", "C", "C", "C", "C", "C", "C", "C", "C", "C", "C", "C", "H", "H", "H", "H", "H", "H", "H", "H", "H", "H", "H"], "coordinates": [[0.071, -0.202, -0.134], [0.924, -3.369, 2.337], [0.689, -2.166, -1.578], [1.606, 1.975, -1.306], [2.765, 1.258, -0.925], [2.612, 0.796, 0.398], [3.611, 0.122, 1.255], [4.474, -0.216, 0.671], [3.171, -0.747, 1.761], [3.978, 0.802, 2.039], [1.312, 1.195, 0.876], [1.009, 1.383, 2.327], [1.836, 1.916, 2.824], [0.892, 0.415, 2.827], [0.089, 1.954, 2.480], [0.638, 1.889, -0.240], [-0.513, 2.819, -0.038], [-1.272, 2.354, 0.604], [-0.986, 3.083, -0.992], [-0.177, 3.750, 0.448], [4.020, 1.142, -1.710], [4.719, 1.953, -1.453], [3.833, 1.200, -2.789], [4.529, 0.193, -1.498], [1.488, 2.855, -2.488], [0.448, 3.158, -2.657], [1.839, 2.360, -3.403], [2.085, 3.774, -2.361], [0.296, -4.329, 2.992], [0.788, -4.689, 3.902], [-0.945, -4.852, 2.612], [-1.396, -5.592, 3.271], [-1.528, -4.407, 1.432], [-2.487, -4.822, 1.097], [-0.842, -3.488, 0.661], [-1.193, -3.140, -0.298], [0.387, -2.962, 1.163], [0.999, -1.836, 0.561], [2.087, -1.896, 0.364], [0.228, -0.996, -1.986], [1.038, -2.944, -2.663], [1.442, -3.928, -2.518], [0.733, -2.227, -3.802], [0.853, -2.529, -4.814], [0.271, -0.968, -3.390], [0.109, 0.113, -4.260], [1.101, 0.405, -5.217], [0.896, 1.481, -6.099], [1.652, 1.700, -6.858], [-0.230, 2.298, -6.013], [-0.431, 3.429, -6.991], [-0.989, 4.252, -6.532], [-0.999, 3.099, -7.871], [0.530, 3.815, -7.348], [-1.177, 2.018, -5.022], [-2.061, 2.664, -4.939], [-1.025, 0.928, -4.152], [-2.062, 0.655, -3.116], [-2.267, -0.415, -3.009], [-2.999, 1.160, -3.400], [-1.767, 1.058, -2.135], [2.393, -0.335, -5.258], [2.285, -1.363, -5.622], [2.887, -0.358, -4.276], [3.081, 0.176, -5.948], [-1.490, -0.205, 0.922], [-1.740, -0.965, 2.409], [-2.662, 0.331, 3.189], [-2.131, 1.095, 4.236], [-2.868, 2.155, 4.765], [-4.136, 2.448, 4.253], [-4.671, 1.672, 3.217], [-3.937, 0.619, 2.675], [-0.934, -1.613, 4.227], [-1.860, -2.132, 5.091], [-1.460, -2.527, 6.380], [-0.116, -2.364, 6.758], [0.813, -1.854, 5.854], [0.416, -1.539, 4.538], [-2.389, 0.119, 0.564], [-1.153, 0.833, 4.640], [-2.445, 2.746, 5.578], [-4.706, 3.285, 4.661], [-5.665, 1.886, 2.824], [-4.329, 0.008, 1.864], [-2.909, -2.229, 4.788], [-2.183, -2.945, 7.079], [0.200, -2.648, 7.765], [1.858, -1.712, 6.145], [1.152, -1.287, 3.785]], "forces_ev_per_angstrom": [[0.0794, -1.2062, 0.8949], [0.2816, -1.0067, -0.4138], [0.0143, -0.7493, -1.8393], [-0.1514, -0.5952, 1.4276], [-0.7413, 0.3972, 0.4268], [-1.6692, 0.9148, -0.0189], [0.3324, -0.2553, 0.2225], [-0.0630, -0.0057, 0.1554], [0.1107, 0.1134, -0.0424], [0.0037, -0.0814, -0.1035], [1.3979, 1.0802, -1.2517], [-0.2338, -0.4128, 0.2548], [-0.1756, -0.0752, -0.1271], [-0.0456, 0.2464, 0.0741], [0.0723, -0.0956, -0.0062], [1.7505, 0.2903, 0.1342], [-0.2644, 0.1930, 0.1004], [0.0688, 0.1911, -0.1024], [0.0150, 0.0255, 0.1658], [-0.1667, -0.1291, -0.1178], [0.3466, -0.0948, -0.2594], [-0.0465, -0.1456, -0.1175], [0.0735, -0.0171, 0.0981], [-0.0328, 0.1527, -0.1433], [-0.1603, 0.0496, -0.7173], [0.1793, -0.0208, -0.0543], [-0.0652, 0.1753, 0.0240], [-0.1267, -0.1847, -0.0146], [-0.4783, -0.2902, 0.0306], [-0.2254, 0.1252, -0.1375], [0.4765, -0.2458, 0.7324], [-0.1130, 0.1221, -0.2743], [-0.0127, -0.1895, -0.4026], [0.3127, 0.2125, 0.1287], [0.3428, -0.1982, 0.5999], [-0.1067, 0.0171, 0.0735], [-0.5855, 0.2898, 0.3678], [0.7108, 1.0600, -0.0388], [-0.5809, -0.0581, 0.6154], [0.2613, -0.1159, -0.3348], [-1.0218, 1.5086, -0.7278], [-0.0046, -0.2105, -0.2228], [0.4729, -0.4193, 1.4777], [-0.1293, 0.1450, -0.5443], [0.4166, -1.7789, 0.8439], [-0.1264, 1.0195, -0.6117], [-0.5786, 0.5799, -0.0780], [-0.0914, -0.2622, 0.3369], [-0.1504, -0.0839, 0.2730], [-0.1286, -0.2620, 0.1650], [-0.0480, 0.0408, -0.0247], [0.1027, -0.0841, -0.0659], [0.0852, 0.0223, 0.1521], [-0.1459, -0.0244, 0.0731], [0.2809, -0.1567, -0.1083], [0.2993, -0.3102, 0.0537], [0.1382, 0.3462, -0.4321], [-0.7630, 0.3229, 0.2498], [0.1219, 0.1725, 0.0883], [0.2517, -0.1746, 0.1045], [-0.0328, -0.2376, -0.2420], [0.8431, -0.0879, -0.4263], [0.1450, 0.2839, 0.1620], [-0.2797, -0.1497, -0.1726], [-0.1729, -0.1077, 0.1759], [-0.4673, 1.0983, -1.8584], [0.2990, -1.1960, 0.2305], [0.0776, 0.5795, 0.3402], [-0.3936, 0.0347, -0.0897], [-0.0997, -0.1579, -0.1986], [0.0368, -0.1192, -0.0705], [0.1387, 0.0985, 0.0395], [0.3911, 0.1702, 0.5216], [0.3411, 0.1012, 0.0782], [-0.3296, -0.3356, 1.0494], [0.4676, 0.1703, -0.3462], [-0.4952, -0.0422, 0.1189], [-0.0154, -0.0219, -0.7248], [-0.2514, -0.0241, 0.9396], [0.1509, -0.0685, -0.1361], [-0.2626, 0.1601, -0.1364], [-0.1489, -0.0917, -0.1991], [0.1200, -0.2556, -0.1053], [0.2135, 0.0165, 0.1223], [-0.0051, 0.1153, 0.1696], [0.2872, 0.0463, 0.1098], [0.1311, 0.0549, -0.1004], [-0.0894, 0.1182, -0.2673], [-0.3097, -0.1885, -0.0673], [-0.0557, 0.1621, 0.0719]], "total_energy_ha": -2410.18581, "total_charge": -1, "spin_multiplicity": 1, "molar_mass_g_mol": 639.9, "orbital_gap_ev": [4.8406, 5.8433]}


(2)
{"formula": "C4H7NO", "method": "ωB97M-V/def2-TZVPD", "symbols": ["C", "C", "O", "C", "C", "N", "H", "H", "H", "H", "H", "H", "H"], "coordinates": [[-1.861, -0.542, 0.103], [-0.424, -0.422, -0.396], [0.119, 0.385, 0.665], [1.473, 0.893, 0.682], [2.065, 0.390, -0.550], [2.118, -0.169, -1.558], [-2.407, 0.380, -0.115], [-2.338, -1.387, -0.387], [-1.901, -0.695, 1.188], [-0.415, 0.040, -1.398], [0.058, -1.408, -0.518], [2.026, 0.539, 1.568], [1.487, 1.995, 0.716]], "forces_ev_per_angstrom": [[-0.0782, -0.1873, -0.2424], [-0.8036, -0.0365, 0.4188], [1.0240, 0.6779, 0.4285], [-0.5881, -0.3470, -0.2258], [0.0979, -0.4897, -0.9555], [0.7571, 0.5115, 0.4479], [0.0055, -0.1933, -0.0069], [-0.2681, 0.0153, -0.0721], [0.1624, -0.0940, -0.3134], [0.2094, 0.1768, 0.5431], [0.0145, 0.4237, 0.4429], [-0.3358, -0.0884, -0.3176], [-0.1969, -0.3691, -0.1476]], "de_lowest_kcal_mol": 50.2, "total_energy_ha": -286.55170, "spin_multiplicity": 1, "molar_mass_g_mol": 85.1, "smiles": "CCOCC#N", "orbital_gap_ev": 11.2168}


(3)
{"formula": "C22H47NO4", "method": "ωB97M-V/def2-TZVPD", "symbols": ["C", "C", "N", "C", "C", "C", "C", "H", "H", "H", "H", "H", "H", "H", "H", "H", "H", "H", "H", "H", "H", "H", "C", "C", "C", "O", "C", "H", "H", "H", "H", "H", "H", "H", "H", "C", "C", "C", "O", "C", "H", "H", "H", "H", "H", "H", "H", "H", "C", "C", "C", "O", "C", "H", "H", "H", "H", "H", "H", "H", "H", "C", "C", "C", "O", "C", "H", "H", "H", "H", "H", "H", "H", "H"], "coordinates": [[25.505, 21.576, -5.758], [24.191, 20.809, -6.127], [24.408, 19.961, -7.302], [25.199, 18.733, -7.030], [25.864, 18.177, -8.292], [23.161, 19.476, -7.948], [22.244, 20.611, -8.556], [25.653, 22.265, -6.589], [26.386, 20.934, -5.790], [25.372, 22.189, -4.866], [23.841, 20.221, -5.278], [23.428, 21.534, -6.412], [26.092, 18.983, -6.457], [24.594, 18.011, -6.480], [26.714, 17.599, -7.930], [25.247, 17.573, -8.957], [26.203, 18.949, -8.983], [22.521, 18.869, -7.307], [23.341, 18.684, -8.675], [21.337, 20.328, -9.091], [22.726, 21.357, -9.188], [21.909, 21.325, -7.804], [26.265, 19.286, 1.544], [26.814, 20.628, 1.331], [28.220, 20.369, 0.781], [28.415, 18.980, 0.888], [27.160, 18.363, 0.728], [25.241, 19.168, 1.190], [26.249, 19.050, 2.608], [26.820, 21.238, 2.234], [26.200, 21.178, 0.617], [29.033, 20.906, 1.270], [28.253, 20.682, -0.262], [27.105, 17.303, 0.974], [26.862, 18.384, -0.320], [18.788, 17.455, -0.770], [18.711, 16.263, -1.784], [18.286, 16.840, -3.123], [17.893, 18.137, -2.822], [18.472, 18.696, -1.584], [19.777, 17.449, -0.313], [17.996, 17.343, -0.029], [18.101, 15.403, -1.508], [19.677, 15.763, -1.858], [17.458, 16.238, -3.499], [19.060, 16.785, -3.888], [17.959, 19.532, -1.110], [19.399, 19.230, -1.796], [20.161, 27.480, -1.854], [20.299, 26.815, -0.527], [20.387, 25.290, -0.876], [19.448, 25.203, -1.956], [19.384, 26.438, -2.708], [21.121, 27.747, -2.297], [19.566, 28.381, -1.708], [19.443, 26.896, 0.144], [21.241, 27.033, -0.024], [20.043, 24.741, 0.001], [21.403, 24.939, -1.053], [18.427, 26.851, -3.027], [19.774, 26.309, -3.718], [14.678, 12.485, 4.143], [13.510, 12.111, 3.279], [12.793, 13.425, 2.969], [13.764, 14.424, 3.215], [14.535, 14.019, 4.346], [15.595, 12.241, 3.608], [14.749, 11.961, 5.097], [12.798, 11.320, 3.516], [13.911, 11.701, 2.353], [11.900, 13.506, 3.587], [12.556, 13.474, 1.906], [14.125, 14.254, 5.329], [15.457, 14.576, 4.179]], "forces_ev_per_angstrom": [[-1.1702, -0.0068, -1.3190], [1.0191, -0.0196, -0.2220], [-0.5031, -1.3297, -0.6998], [0.6290, 1.4146, -0.7320], [-0.3586, -0.3898, -0.3145], [-1.1791, 1.1796, -0.5790], [0.6518, 0.6455, 0.5402], [0.1305, 0.1972, -0.0033], [-0.1333, 0.0013, 0.6416], [0.2798, -0.3763, 0.1877], [-0.2474, -0.1228, 0.2913], [0.0207, -0.0073, 0.3061], [-0.4556, 0.2680, 0.6376], [0.0291, -0.3484, 0.0737], [0.0519, -0.2162, -0.4691], [-0.1930, -0.3967, 0.3961], [0.2592, 0.3972, 0.5161], [-0.2091, 0.2581, 1.0661], [0.7525, 0.5944, -0.5509], [0.1873, -0.6580, 0.1300], [0.7335, -0.6120, -0.5196], [-0.2974, -0.4732, 0.6291], [-1.6648, -2.0106, 0.3953], [0.2764, 2.0474, -0.2088], [-0.0991, 0.3870, -0.3703], [1.1561, -0.9068, 0.0471], [-0.4843, 0.5939, 0.0251], [-0.1768, 0.1917, 0.1078], [0.2211, -0.3788, -0.0388], [0.0857, -0.1073, 0.0715], [0.1698, 0.1040, -0.1566], [-0.0697, -0.2550, 0.2924], [0.0446, -0.1036, -0.3361], [0.6338, 0.1460, 0.5641], [-0.0946, 0.2926, -0.3964], [-0.8448, -0.9453, 0.0166], [1.1269, -0.7394, 0.3802], [0.2019, -0.5846, 0.9508], [-0.9608, 2.6789, 0.3749], [1.4903, -1.0438, -1.5117], [-0.2316, 0.2858, 0.1979], [0.2885, -0.1855, 0.2940], [-0.5622, 0.4875, 0.4272], [0.3605, 0.3137, -0.0850], [-0.3652, 0.4397, -0.1682], [0.3280, 0.3079, 0.0094], [-1.3174, -0.7331, -0.2025], [0.4851, -0.2801, -0.6874], [-0.8474, 0.3080, -0.5881], [1.4661, -2.2092, 0.7015], [-1.1515, 1.8647, 0.3372], [-0.3385, -0.2385, -0.5432], [1.2168, 0.4502, 0.0147], [-0.0178, -0.0598, 0.0708], [0.1354, 0.1786, -0.3983], [0.0727, 0.4984, -0.1279], [-0.2366, 0.5876, 0.3178], [-0.3778, -0.3549, -0.3159], [0.0538, 0.0746, -0.7927], [-0.9379, -0.7340, 1.2117], [0.9654, -0.3677, 0.1145], [0.8203, 0.2196, 1.1545], [-0.6486, -0.7572, -1.6873], [0.5210, -0.4314, -0.3637], [-0.6858, 0.3565, 0.6417], [0.6500, -0.5520, -1.3170], [0.0595, 0.2170, 0.0752], [-0.2007, -0.0066, 0.0578], [0.1090, 0.1160, 1.0231], [0.1102, 0.2347, -0.2571], [-0.1270, 0.4165, 0.0725], [-0.3579, 0.1925, 0.1427], [-0.4467, 0.2029, -0.0933], [0.1990, -0.2079, 0.5502]], "de_lowest_kcal_mol": 45.5, "total_energy_ha": -1221.97724, "spin_multiplicity": 1, "molar_mass_g_mol": 389.6, "smiles": "CCN(CC)CC.C1CCOC1.C1CCOC1.C1CCOC1.C1CCOC1", "orbital_gap_ev": 8.9951}


(4)
{"formula": "CH4N2O2S", "method": "ωB97M-V/def2-TZVPD", "symbols": ["O", "C", "N", "O", "N", "S", "H", "H", "H", "H"], "coordinates": [[-0.341, 1.757, -0.205], [0.002, 0.663, -0.031], [1.366, 0.330, 0.268], [1.754, -1.042, -0.084], [-0.848, -0.461, -0.055], [-2.572, -0.325, -0.084], [1.923, 0.991, -0.210], [1.691, -1.193, -0.981], [-0.376, -1.271, 0.415], [-2.600, 0.552, 0.967]], "forces_ev_per_angstrom": [[-0.8915, 3.9495, -0.4510], [0.1960, -4.7161, 0.3163], [-1.1337, -2.0549, -0.4649], [0.0946, 1.7332, 4.1913], [1.3317, -0.6708, 0.6763], [1.3508, 0.6216, 0.7555], [1.0712, 0.6383, -0.5389], [-0.4600, 0.0367, -3.3716], [-1.1578, 0.8830, -0.6633], [-0.4014, -0.4204, -0.4496]], "de_lowest_kcal_mol": 36.8, "total_energy_ha": -698.61675, "spin_multiplicity": 1, "molar_mass_g_mol": 108.1, "smiles": "O=C(NO)NS", "orbital_gap_ev": 10.0610}